# 1
Molecular formula: C23H26N4O4
Method: DFT, ωB97M-V/def2-TZVPD

Geometry (Å):
1 C -7.5621 -1.1640 -0.1955
2 C -7.1839 -2.3613 0.6674
3 C -5.8408 -2.9627 0.2484
4 N -4.7500 -2.0324 0.4189
5 C -4.1066 -1.4692 -0.6345
6 O -4.3397 -1.7692 -1.7880
7 C -3.0775 -0.4532 -0.2676
8 C -2.3371 -0.4948 0.9192
9 C -1.3621 0.4344 1.1814
10 C -1.0662 1.4807 0.2849
11 N -0.0230 2.3238 0.4900
12 C 0.6185 2.4658 1.7723
13 C 1.8727 1.5842 1.8761
14 C 2.5400 1.4653 0.4971
15 C 2.2616 2.7362 -0.3111
16 C 0.7590 2.8551 -0.6052
17 C 4.0313 1.0965 0.5630
18 C 4.0326 -0.2232 -0.1794
19 C 5.2090 -1.0286 -0.4365
20 C 6.4691 -0.6252 0.0049
21 C 7.5799 -1.4073 -0.2519
22 C 7.4505 -2.5967 -0.9492
23 C 6.2010 -3.0049 -1.3917
24 C 5.0875 -2.2300 -1.1394
25 N 2.8645 -0.5676 -0.5577
26 O 1.9310 0.3457 -0.2047
27 C -1.8932 1.5683 -0.8616
28 N -1.9241 2.7234 -1.6993
29 O -1.6569 3.8029 -1.1920
30 O -2.2823 2.5912 -2.8537
31 C -2.8332 0.5824 -1.1486
32 H -8.5310 -0.7696 0.1013
33 H -7.6092 -1.4538 -1.2420
34 H -6.8239 -0.3708 -0.0989
35 H -7.1340 -2.0596 1.7175
36 H -7.9483 -3.1350 0.5792
37 H -5.8587 -3.2223 -0.8124
38 H -5.6367 -3.8659 0.8346
39 H -4.6120 -1.6551 1.3425
40 H -2.4857 -1.3013 1.6229
41 H -0.7776 0.3235 2.0794
42 H 0.9026 3.5190 1.8684
43 H -0.0874 2.2446 2.5724
44 H 2.5687 2.0222 2.5930
45 H 1.6149 0.5792 2.2144
46 H 2.7973 2.6996 -1.2605
47 H 2.6269 3.5949 0.2542
48 H 0.4939 3.9033 -0.7971
49 H 0.5332 2.2737 -1.5027
50 H 4.6601 1.8370 0.0671
51 H 4.3820 0.9656 1.5883
52 H 6.5839 0.3003 0.5495
53 H 8.5518 -1.0866 0.0936
54 H 8.3210 -3.2038 -1.1480
55 H 6.0986 -3.9318 -1.9362
56 H 4.1084 -2.5306 -1.4764
57 H -3.4083 0.6575 -2.0599

The HOMO-LUMO gap is 8.0917 eV. As for the HOMO energy: -0.300 Eh. As for the energy above the lowest of the compared OMol25 structures with the same formula, charge and spin: 134.5 kcal per mole. The calculation puts the maximum force at 0.0271 Eh/bohr. Its multiplicity is 1. The calculation puts the calculated total energy at -1411.9128 Ha.



# 2
Molecular formula: C13H20BrN3O3S
Method: DFT, ωB97M-V/def2-TZVPD

Geometry (Å):
1 C 2.9879 -1.3804 -0.8744
2 O 2.1930 -0.2021 -0.5846
3 C 1.8791 0.5670 -1.7742
4 C 0.2939 0.9904 -1.6591
5 C -0.4675 -0.3031 -1.0732
6 C -2.0435 -0.3856 -1.4119
7 C -2.4137 -0.0282 -2.9356
8 N -2.7184 0.2978 -4.0559
9 C -3.0048 0.5073 -0.4735
10 Br -3.0983 -0.1091 1.4282
11 C -2.6284 2.0639 -0.4261
12 N -2.4416 3.2641 -0.4945
13 S -2.5148 -2.2117 -1.2052
14 C -1.7886 -3.0508 -2.7313
15 O -1.7434 -2.8160 -0.0281
16 O -4.0037 -2.4082 -1.0763
17 H 2.7162 -2.2467 -0.1482
18 H 2.8625 -1.8007 -1.9336
19 H 4.0889 -1.1030 -0.7038
20 H 1.9864 -0.0179 -2.7596
21 H 2.5363 1.5130 -1.7558
22 H 0.2520 1.8572 -0.9086
23 H -0.0629 1.3414 -2.6889
24 H 0.0209 -1.2731 -1.4737
25 H -0.3677 -0.3104 0.0825
26 H -4.0655 0.4416 -0.9361
27 H -1.3202 -4.0527 -2.4404
28 H -0.9193 -2.3989 -3.1468
29 H -2.5971 -3.1438 -3.5360
30 C 1.8974 0.9224 4.6933
31 C 0.7663 1.6335 3.9577
32 C 0.7717 1.3608 2.4521
33 C 2.0579 1.8437 1.8478
34 N 3.0760 2.2232 1.3644
35 H 2.8780 1.2666 4.3542
36 H 1.8370 1.1221 5.7662
37 H 1.8418 -0.1606 4.5448
38 H 0.8467 2.7102 4.1399
39 H -0.1906 1.3070 4.3762
40 H -0.0633 1.8800 1.9728
41 H 0.6632 0.2900 2.2552

The HOMO-LUMO gap is 9.6360 eV. As for the HOMO energy: -0.373 Eh. The calculation puts the maximum force at 0.1365 Eh/bohr. Its multiplicity is 1. The calculation puts the calculated total energy at -3869.3476 Ha.



# 3
Molecular formula: C38H35N5O5S2Zr
Method: DFT, ωB97M-V/def2-TZVPD

Geometry (Å):
1 Zr -0.3464 0.6278 0.5298
2 C 2.0032 -0.1162 -3.4994
3 C 1.4048 0.5878 -2.3157
4 N 0.7810 -0.0961 -1.4136
5 N 0.7576 -1.4707 -1.6603
6 C -0.3723 -2.0121 -1.3862
7 S -1.7871 -1.1525 -0.8445
8 S -0.3587 -3.7727 -1.5374
9 C -2.0709 -4.0767 -2.0206
10 C -2.5054 -3.4887 -3.3452
11 C -3.8699 -3.4038 -3.6109
12 C -4.3296 -2.8828 -4.8092
13 C -3.4270 -2.4321 -5.7628
14 C -2.0681 -2.5107 -5.5052
15 C -1.6087 -3.0349 -4.3042
16 C 1.4478 2.0511 -2.2488
17 C 2.4432 2.7842 -2.9101
18 C 2.4365 4.1625 -2.9229
19 C 1.3980 4.8492 -2.2956
20 C 0.4069 4.1618 -1.6316
21 C 0.4356 2.7611 -1.5632
22 O -0.4695 2.1288 -0.8437
23 H 1.1874 -0.4551 -4.1424
24 H 2.5422 -1.0056 -3.1794
25 H 2.6457 0.5317 -4.0838
26 H -2.7263 -3.7156 -1.2278
27 H -2.1588 -5.1655 -2.0413
28 H -4.5794 -3.7426 -2.8640
29 H -5.3942 -2.8217 -4.9964
30 H -3.7826 -2.0185 -6.6975
31 H -1.3569 -2.1593 -6.2420
32 H -0.5455 -3.0884 -4.1081
33 H 3.2531 2.2672 -3.4058
34 H 3.2269 4.7040 -3.4247
35 H 1.3768 5.9319 -2.3129
36 H -0.3882 4.6774 -1.1084
37 O 5.0342 -1.0956 0.8512
38 C 4.2970 -2.2165 0.9322
39 C 4.9742 -3.4361 0.9007
40 C 4.2757 -4.6236 0.9786
41 C 2.8871 -4.6273 1.0900
42 C 2.2117 -3.4260 1.1229
43 C 2.8956 -2.2106 1.0469
44 C 2.1200 -0.9626 1.0640
45 O 0.8327 -1.0253 1.1633
46 N 2.7416 0.1902 0.9785
47 N 1.8084 1.2137 1.0196
48 C 2.2720 2.4005 1.1921
49 C 1.4579 3.5599 1.4423
50 C 2.0734 4.8199 1.4181
51 C 1.3762 5.9639 1.7272
52 C 0.0372 5.8543 2.1086
53 C -0.5873 4.6281 2.1655
54 C 0.0940 3.4502 1.8114
55 O -0.5281 2.2940 1.8687
56 H 4.4219 -0.3250 0.8924
57 H 6.0521 -3.4183 0.8116
58 H 4.8183 -5.5602 0.9495
59 H 2.3429 -5.5604 1.1412
60 H 1.1327 -3.3974 1.1944
61 H 3.3547 2.5215 1.2101
62 H 3.1186 4.8779 1.1366
63 H 1.8581 6.9309 1.6899
64 H -0.5204 6.7456 2.3686
65 H -1.6240 4.5442 2.4663
66 O -2.6233 1.1422 0.9294
67 C -3.9248 0.5563 1.0405
68 C -4.1299 -0.2043 2.3354
69 C -3.0899 -1.3171 2.5670
70 C -1.9884 -0.9000 3.5000
71 C -2.0539 -1.2411 4.8492
72 C -1.0492 -0.8388 5.7078
73 C 0.0052 -0.1007 5.1949
74 C -0.0034 0.2026 3.8477
75 N -0.9730 -0.1811 3.0114
76 H -2.4564 1.8027 1.6235
77 H -4.0183 -0.1091 0.1837
78 H -4.6675 1.3504 0.9354
79 H -5.1323 -0.6366 2.2906
80 H -4.1365 0.4916 3.1803
81 H -2.6551 -1.6236 1.6138
82 H -3.5821 -2.1930 2.9904
83 H -2.8904 -1.8267 5.2063
84 H -1.0840 -1.1014 6.7572
85 H 0.8221 0.2338 5.8180
86 H 0.8012 0.7792 3.4108

The HOMO-LUMO gap is 7.7579 eV. As for the HOMO energy: -0.289 Eh. As for the energy above the lowest of the compared OMol25 structures with the same formula, charge and spin: 0.0 kcal per mole. The calculation puts the maximum force at 0.0134 Eh/bohr. Its multiplicity is 1. The calculation puts the calculated total energy at -2962.7124 Ha.